## one
The following is a DFT calculation (ωB97M-V with the def2-TZVPD basis set) of a 4-piece molecular cluster, C4H14O3 overall.

Last column: Löwdin spin population.
Geometry (Å):
C 1.4599 -0.2137 3.2708  0.072
C 0.9635 1.0104 2.4649  0.380
C 1.7643 2.1472 2.2367  0.379
C 1.6488 3.2729 1.2153  0.060
H 1.0083 -0.2688 4.2553  0.034
H 2.6133 -0.1823 3.4792  0.004
H 1.1008 -1.2946 2.9545  0.011
H 0.0253 1.1425 1.8070  0.011
H 2.6781 2.2869 2.8219  0.010
H 2.4181 3.0148 0.3861  0.024
H 2.0027 4.0780 1.9010  0.014
H 0.6069 3.6417 0.8428  0.003
H -2.3644 0.3421 -0.9749  0.000
H -1.1893 1.5128 -0.8701  0.000
O -2.1010 1.2810 -0.5775  0.000
H 1.3579 -4.6827 -2.5282  0.000
H 1.8458 -6.0018 -2.0258  0.000
O 1.2374 -5.6213 -2.7029  0.000
H -4.0718 -1.1334 -3.3673  0.000
H -4.0468 -1.2368 -4.7128  0.000
O -4.0119 -0.4746 -4.1065  0.000

Summary:
* gap between HOMO and LUMO (alpha / beta): 0.3095 / 0.1768 Eh
* total charge: +1
* <S²>: 0.752
* E_HOMO (alpha / beta): -13.41 / -13.41 eV
* multiplicity: 2
* lowest unoccupied orbital energy (alpha / beta): -4.99 / -8.60 eV

=====

## two
The following is a DFT calculation (ωB97M-V with the def2-TZVPD basis set) of a 4-piece molecular cluster, C4H14O3 overall.

Last column: Löwdin spin population.
Geometry (Å):
C -0.2906 -1.5686 -1.6151  0.342
C 0.1122 -2.9068 -1.6733  0.368
C 1.4783 -3.4284 -1.9317  0.066
C -1.5809 -1.3429 -0.9959  0.094
H 0.2259 -0.7915 -2.1504  0.009
H -0.6618 -3.5528 -1.2578  0.012
H 2.1113 -2.8159 -1.2689  0.019
H 1.5796 -4.4321 -1.4805  -0.001
H 1.7372 -3.4353 -2.9875  0.023
H -2.3425 -0.9678 -1.7442  0.047
H -1.6433 -0.5644 -0.2176  0.020
H -2.1764 -2.2259 -0.7295  0.000
H 2.4444 2.4968 -0.4729  0.000
H 2.3478 1.0428 -0.8860  0.000
O 2.1193 1.6410 -0.1745  0.000
H 0.5028 2.7471 6.0167  0.000
H 1.7875 2.9113 5.2007  0.000
O 1.2443 3.3319 5.8748  0.000
H -2.7494 5.3906 1.0718  0.000
H -3.5290 3.9847 0.6350  0.000
O -2.7168 4.4863 0.7868  0.000

Summary:
* gap between HOMO and LUMO (alpha / beta): 0.2907 / 0.1626 Eh
* total charge: +1
* <S²>: 0.753
* E_HOMO (alpha / beta): -13.00 / -13.00 eV
* multiplicity: 2
* lowest unoccupied orbital energy (alpha / beta): -5.09 / -8.57 eV

=====

On energetic grounds, two is preferred over the next structure by 100.4 kJ/mol.

=====

## one
The following is a DFT calculation (ωB97M-V with the def2-TZVPD basis set) of C2H6CsO2 as an isolated structure.

Last column: natural (NBO) charge in e.
Geometry (Å):
Cs 1.7522 -2.8241 2.7693  0.997
C -0.3830 0.9018 -0.3668  -0.082
C -0.0975 -0.5485 -0.0273  -0.085
O 1.0104 -0.6345 0.8895  -0.783
O -1.1442 0.9675 -1.5498  -0.716
H 0.5389 1.4891 -0.4654  0.160
H -0.9655 1.3066 0.4734  0.172
H 0.1432 -1.1467 -0.9125  0.182
H -0.9909 -1.0057 0.3951  0.187
H 1.7735 -0.2921 0.4082  0.482
H -1.6372 1.7865 -1.6138  0.487

Summary:
* gap between HOMO and LUMO: 0.3529 Eh
* total charge: +1
* E_HOMO: -13.34 eV
* multiplicity: 1
* lowest unoccupied orbital energy: -3.74 eV

=====

## two
The following is a DFT calculation (ωB97M-V with the def2-TZVPD basis set) of C2H6CsO2 as an isolated structure.

Last column: natural (NBO) charge in e.
Geometry (Å):
Cs -3.1420 0.1902 -4.7174  0.999
C 0.9431 -0.0525 -0.0789  -0.100
C -0.2138 0.0741 0.8383  -0.096
O -1.3268 -0.7063 0.4914  -0.751
O 1.6403 1.1778 -0.2448  -0.700
H 0.6387 -0.4150 -1.0607  0.175
H 1.6083 -0.7787 0.3883  0.169
H -0.6718 1.0627 0.8719  0.185
H -0.0551 -0.3861 1.8136  0.173
H -1.5394 -1.4062 1.1131  0.479
H 2.1185 1.2400 0.5852  0.467

Summary:
* gap between HOMO and LUMO: 0.3097 Eh
* total charge: +1
* E_HOMO: -12.45 eV
* multiplicity: 1
* lowest unoccupied orbital energy: -4.03 eV

=====

On energetic grounds, one is preferred over the next structure by 89.0 kJ/mol.

=====

## one
The following is a DFT calculation (ωB97M-V with the def2-TZVPD basis set) of a 5-piece molecular cluster, CH10O5 overall.

Last column: natural (NBO) charge in e.
Geometry (Å):
C -0.8153 1.2391 -3.8078  0.267
O 0.1989 0.6008 -3.4656  -0.527
H -1.2428 1.9366 -2.9701  0.127
H -1.4352 1.1085 -4.7159  0.134
O 1.3300 -1.0104 -0.9914  -0.966
H 1.2517 -0.1216 -0.6403  0.471
H 0.7289 -0.9856 -1.8339  0.495
O 1.8780 -0.9421 2.4293  -0.988
H 2.3829 -0.2261 2.8749  0.500
H 2.1825 -1.2546 1.5645  0.516
O -1.3412 1.4421 0.8976  -0.979
H -2.2163 1.5028 1.2704  0.464
H -0.9576 0.5765 1.2556  0.506
O -0.8032 -1.1434 2.3054  -0.994
H 0.1599 -1.1812 2.7293  0.507
H -1.3013 -1.5412 3.0980  0.467

Summary:
* SMILES: C=O.O.O.O.O
* gap between HOMO and LUMO: 0.3985 Eh
* E_HOMO: -10.46 eV
* multiplicity: 1
* lowest unoccupied orbital energy: 0.39 eV

=====

## two
The following is a DFT calculation (ωB97M-V with the def2-TZVPD basis set) of a 5-piece molecular cluster, CH10O5 overall.

Last column: natural (NBO) charge in e.
Geometry (Å):
C 1.8813 0.9697 -0.7167  0.207
O 1.0852 0.2358 -0.0495  -0.485
H 1.8626 0.6661 -1.7956  0.131
H 2.4620 1.7892 -0.2931  0.144
O -1.1646 2.3488 -1.9140  -0.934
H -0.9631 2.6683 -1.0567  0.475
H -0.3326 2.4284 -2.3556  0.471
O -1.3709 -0.4749 -1.2285  -0.959
H -1.5950 0.4552 -1.3951  0.491
H -1.7300 -0.8151 -2.0519  0.463
O 0.8538 -0.5221 2.8758  -0.959
H -0.0301 -0.7445 2.6067  0.483
H 1.4880 -1.0281 2.2442  0.476
O -0.7616 -2.3753 1.1998  -0.982
H -0.9834 -1.7146 0.5070  0.507
H -0.6014 -3.2215 0.8213  0.472

Summary:
* SMILES: C=O.O.O.O.O
* gap between HOMO and LUMO: 0.3694 Eh
* E_HOMO: -10.03 eV
* multiplicity: 1
* lowest unoccupied orbital energy: 0.02 eV

=====

On energetic grounds, one is preferred over the next structure by 6.7 kJ/mol.

=====

## one
The following is a DFT calculation (ωB97M-V with the def2-TZVPD basis set) of a 5-piece molecular cluster, CH10O5 overall.

Last column: natural (NBO) charge in e.
Geometry (Å):
C 0.1114 2.9332 0.9043  0.263
O 0.8099 2.8032 -0.0819  -0.532
H -0.9207 3.2570 0.7175  0.141
H 0.5590 2.6328 1.8625  0.130
O -0.2585 -2.0496 1.4290  -0.950
H -0.9999 -1.6857 0.9210  0.472
H 0.3775 -1.3272 1.3339  0.474
O 2.0016 0.0060 0.6843  -0.948
H 1.3553 0.3503 0.0388  0.471
H 2.3715 0.8994 0.8003  0.479
O -2.0415 -0.1237 -1.3174  -0.996
H -2.8821 -0.5769 -1.3218  0.477
H -1.2845 -0.5600 -1.7429  0.507
O -0.0595 -1.9214 -1.3669  -0.954
H -0.0268 -2.8559 -1.6389  0.484
H 0.8873 -1.7815 -1.2220  0.482

Summary:
* SMILES: C=O.O.O.O.O
* gap between HOMO and LUMO: 0.4064 Eh
* E_HOMO: -10.60 eV
* multiplicity: 1
* lowest unoccupied orbital energy: 0.46 eV

=====

## two
The following is a DFT calculation (ωB97M-V with the def2-TZVPD basis set) of a 5-piece molecular cluster, CH10O5 overall.

Last column: natural (NBO) charge in e.
Geometry (Å):
C 0.1936 1.8078 -1.0313  0.306
O 0.8446 1.3748 -1.9573  -0.565
H -0.4909 2.6559 -1.1581  0.127
H 0.3405 1.3469 -0.0506  0.145
O 0.6714 -1.4175 -2.2843  -0.973
H 0.8059 -0.4505 -2.3311  0.506
H -0.2087 -1.5737 -2.6395  0.478
O 0.5466 -2.3792 0.3301  -0.994
H 0.7285 -2.0892 -0.5907  0.506
H 1.3870 -2.7502 0.6180  0.475
O -0.3217 2.1762 1.9696  -0.980
H -0.8740 1.3767 1.9782  0.502
H -0.4078 2.5705 2.8404  0.472
O -1.2143 -0.5054 1.5002  -0.986
H -0.4878 -0.8070 0.9247  0.502
H -1.5129 -1.3360 1.8818  0.482

Summary:
* SMILES: C=O.O.O.O.O
* gap between HOMO and LUMO: 0.4078 Eh
* E_HOMO: -10.48 eV
* multiplicity: 1
* lowest unoccupied orbital energy: 0.62 eV

=====

On energetic grounds, two is preferred over the next structure by 88.8 kJ/mol.

=====

## one
The following is a DFT calculation (ωB97M-V with the def2-TZVPD basis set) of a 2-piece molecular cluster, C4H11OP overall.

Last column: Löwdin spin population.
Geometry (Å):
C -0.3909 -0.1064 -0.6720  0.066
C 0.7714 1.9748 0.1041  0.035
C 1.5782 -0.1144 1.0963  0.063
C 0.3533 0.5640 0.5213  0.154
O -2.5292 -2.6860 -1.0734  0.003
P -0.9170 0.4340 1.9558  1.606
H 0.0449 0.4675 -1.4516  0.006
H -0.1677 -1.1454 -0.6235  0.002
H -1.5011 -0.0058 -0.5944  0.022
H 1.5358 1.9986 -0.6317  0.003
H 1.2337 2.5077 1.0030  0.005
H -0.0745 2.5890 -0.3724  0.003
H 1.2969 -1.0667 1.4376  0.015
H 2.4250 -0.1347 0.4672  0.006
H 1.9015 0.3988 1.9647  0.012
H -2.9973 -3.4483 -1.1804  0.000
H -2.5630 -2.2265 -1.9505  0.000

Summary:
* gap between HOMO and LUMO (alpha / beta): 0.3250 / 0.3238 Eh
* <S²>: 2.005
* E_HOMO (alpha / beta): -8.08 / -9.31 eV
* multiplicity: 3
* lowest unoccupied orbital energy (alpha / beta): 0.77 / -0.50 eV

=====

## two
The following is a DFT calculation (ωB97M-V with the def2-TZVPD basis set) of one molecule with the formula C4H11OP.

Last column: Löwdin spin population.
Geometry (Å):
C -0.4846 1.8990 -0.8621  0.794
C 1.3285 -1.0308 -1.3807  0.015
C -0.9706 -0.0689 2.1777  0.542
C 1.0630 -0.5762 0.0013  0.033
O -1.5677 -0.5071 -0.5835  0.024
P -0.5318 0.4769 0.0517  0.390
H 0.4299 2.4381 -0.5966  0.037
H -1.3566 2.6272 -0.8290  0.039
H 2.2354 -1.7140 -1.5956  0.001
H 0.5242 -1.6927 -1.5517  0.001
H 1.3505 -0.0424 -1.8676  0.010
H -1.8091 -0.6789 2.1145  0.041
H -0.0672 -0.4249 2.5458  0.036
H -1.1607 0.8563 2.6889  0.018
H 1.8793 0.0192 0.4912  0.004
H 0.8737 -1.4642 0.7011  0.001
H -1.7360 -0.1167 -1.5053  0.013

Summary:
* gap between HOMO and LUMO (alpha / beta): 0.1834 / 0.2772 Eh
* <S²>: 2.009
* E_HOMO (alpha / beta): -4.06 / -9.34 eV
* multiplicity: 3
* lowest unoccupied orbital energy (alpha / beta): 0.93 / -1.80 eV

=====

On energetic grounds, one is preferred over the next structure by 301.3 kJ/mol.

=====

## one
The following is a DFT calculation (ωB97M-V with the def2-TZVPD basis set) of H16O8Sr as an isolated structure.

Last column: natural (NBO) charge in e.
Geometry (Å):
Sr 0.6101 12.5975 11.8728  1.853
O 2.3348 11.6681 10.2704  -0.991
H 2.9509 12.3497 9.9677  0.502
H 2.8653 10.8639 10.3400  0.509
O 1.2110 14.6244 10.5246  -0.998
H 1.8513 15.2776 10.8393  0.505
H 1.1193 14.8252 9.5837  0.512
O 3.1222 13.6959 12.5728  -0.981
H 3.3851 14.6264 12.5398  0.499
H 3.9748 13.2429 12.5289  0.494
O -1.4254 11.8633 13.0598  -0.998
H -1.5497 11.5530 13.9667  0.511
H -1.7869 11.1449 12.5168  0.506
O 1.8330 11.4183 13.7391  -1.001
H 2.7958 11.4236 13.8122  0.508
H 1.5380 11.0788 14.5954  0.512
O 0.0680 10.1386 11.4577  -1.007
H 0.6222 9.5691 12.0117  0.506
H -0.3777 9.5328 10.8486  0.519
O 0.1402 14.3196 13.7191  -0.989
H -0.1797 14.1749 14.6192  0.509
H -0.5195 14.9219 13.3413  0.499
O -0.9487 12.7288 9.8018  -0.999
H -0.8922 13.0995 8.9114  0.513
H -1.9010 12.7068 9.9765  0.505

Summary:
* gap between HOMO and LUMO: 0.4643 Eh
* total charge: +2
* E_HOMO: -18.94 eV
* multiplicity: 1
* lowest unoccupied orbital energy: -6.31 eV

=====

## two
The following is a DFT calculation (ωB97M-V with the def2-TZVPD basis set) of H16O8Sr as an isolated structure.

Last column: natural (NBO) charge in e.
Geometry (Å):
Sr 0.0109 -0.0449 0.1378  1.864
O 1.2289 1.2951 1.9998  -0.994
H 0.5899 2.0831 2.0978  0.498
H 1.1489 0.9991 2.9598  0.512
O -2.3401 0.4051 -0.8152  -1.009
H -3.1451 -0.1109 -1.0002  0.517
H -2.2891 1.1381 -1.4392  0.508
O 2.8379 -0.2649 0.0838  -0.982
H 3.2729 0.3241 -0.5802  0.499
H 3.3109 -0.0509 0.8768  0.499
O -0.2151 2.6271 -0.0672  -0.991
H 0.5029 3.2401 -0.1872  0.502
H -0.8061 3.3061 0.1958  0.505
O -2.0251 -1.7279 1.2668  -0.969
H -2.7571 -1.9719 0.7078  0.496
H -2.3521 -1.0889 1.9148  0.489
O 0.3379 0.7731 -2.1642  -1.008
H 0.3679 1.6931 -2.5072  0.521
H 0.6849 0.2681 -2.8862  0.505
O -0.4941 -1.9859 -1.5262  -0.960
H 0.2749 -2.0629 -2.0672  0.486
H -1.1321 -1.5579 -2.1672  0.495
O 0.8569 -2.1059 1.5838  -0.998
H 0.3929 -2.9379 1.7548  0.519
H 1.7379 -2.2419 1.8278  0.496

Summary:
* gap between HOMO and LUMO: 0.4500 Eh
* total charge: +2
* E_HOMO: -18.85 eV
* multiplicity: 1
* lowest unoccupied orbital energy: -6.60 eV

=====

On energetic grounds, one is preferred over the next structure by 73.3 kJ/mol.